1.
Here is C3H4S2 in the gas phase from the OMol25 dataset. Energies are from ωB97M-V with the def2-TZVPD basis set.

Last column: Mulliken charge in e.
Geometry (Å):
1 S -1.056 1.585 -1.106  -0.25
2 C -0.932 0.844 0.299  -0.21
3 C 0.165 -0.090 0.574  -0.09
4 C 0.766 -0.779 -0.630  -0.14
5 S 1.954 -1.879 -0.871  -0.21
6 H -1.731 1.141 1.045  0.29
7 H 1.037 0.441 1.051  0.27
8 H -0.366 -0.856 1.141  0.21
9 H 0.163 -0.406 -1.503  0.14

Computed properties:
charge: 0
HOMO level: -8.59 eV
SMILES: S=CCC=S
molecular weight: 104.199 u



2.
Here is C3H4S2 in the gas phase from the OMol25 dataset. Energies are from ωB97M-V with the def2-TZVPD basis set.

Last column: Mulliken charge in e.
Geometry (Å):
1 C 0.380 1.345 0.106  -0.16
2 C -0.929 1.237 -0.061  -0.26
3 S -1.442 -0.396 0.002  -0.14
4 C 0.305 -1.471 -0.016  -0.56
5 S 1.511 -0.018 -0.034  -0.08
6 H 1.278 2.005 0.101  0.24
7 H -1.590 2.081 -0.176  0.35
8 H 0.222 -1.830 1.245  0.27
9 H 0.450 -2.293 -0.825  0.33

Computed properties:
charge: 0
HOMO level: -7.74 eV
SMILES: C1=CSCS1
molecular weight: 104.199 u



3.
Here is C3H4S2 in the gas phase from the OMol25 dataset. Energies are from ωB97M-V with the def2-TZVPD basis set.

Last column: Mulliken charge in e.
Geometry (Å):
1 C -1.150 1.247 0.417  -0.62
2 C 0.584 -1.260 -0.328  -0.48
3 C 0.917 0.182 -0.394  0.08
4 S 0.342 1.775 0.068  -0.01
5 S 2.260 -0.743 0.206  -0.12
6 H -1.948 1.856 0.012  0.26
7 H -1.393 0.366 0.838  0.35
8 H -0.141 -1.739 0.419  0.29
9 H 0.529 -1.685 -1.238  0.24

Computed properties:
charge: 0
HOMO level (spin up / spin down): -7.67 / -7.54 eV
molecular weight: 104.199 u



4.
Here is a molecular structure, C3H4S2 from the OMol25 dataset. Energies are from ωB97M-V with the def2-TZVPD basis set.

Last column: Mulliken charge in e.
Geometry (Å):
1 C -0.380 -0.279 -0.137  0.17
2 C -0.197 -0.416 1.359  -0.43
3 C 0.934 0.591 1.685  -0.50
4 H -0.077 -1.461 1.672  0.35
5 H -1.165 0.052 1.618  0.22
6 H 1.883 0.230 1.987  0.32
7 H 0.658 1.465 2.266  0.28
8 S -1.073 -0.952 -1.403  -0.31
9 S 0.858 0.974 -0.159  -0.09

Computed properties:
charge: 0
HOMO level: -8.60 eV
molecular weight: 104.199 u



Least stable: 3



1.
Here is 7 unconnected molecules or ions with the total composition C19H56N10O7 from the OMol25 dataset. Energies are from ωB97M-V with the def2-TZVPD basis set.

Last column: Mulliken charge in e.
Geometry (Å):
1 C -0.567 0.433 6.784  -0.80
2 O -0.916 -0.550 5.875  -0.19
3 C -1.866 -1.578 6.237  -0.71
4 C -1.707 -2.606 5.009  0.39
5 C -2.718 -3.805 5.151  -1.49
6 N -0.297 -3.092 5.086  -0.77
7 H 0.328 0.945 6.430  0.22
8 H -0.465 0.113 7.821  0.30
9 H -1.367 1.173 6.768  0.31
10 H -1.633 -1.989 7.220  0.40
11 H -2.873 -1.168 6.314  0.37
12 H -1.795 -2.208 3.998  0.28
13 H -3.754 -3.478 5.064  0.36
14 H -2.558 -4.441 6.022  0.31
15 H -2.486 -4.514 4.356  0.39
16 H -0.146 -3.249 6.072  0.29
17 H 0.205 -2.223 4.966  0.32
18 C 10.284 -2.761 -0.990  -0.83
19 O 9.132 -2.962 -0.229  -0.31
20 C 7.832 -2.770 -0.813  -0.67
21 C 6.862 -3.452 0.123  0.44
22 C 5.435 -3.522 -0.497  -1.34
23 N 6.734 -2.841 1.437  -0.74
24 H 11.106 -3.463 -0.852  0.27
25 H 10.700 -1.755 -0.947  0.32
26 H 10.128 -2.713 -2.068  0.31
27 H 7.678 -1.692 -0.849  0.30
28 H 7.798 -3.074 -1.859  0.42
29 H 7.040 -4.520 0.245  0.26
30 H 5.611 -3.799 -1.536  0.36
31 H 5.035 -2.510 -0.436  0.29
32 H 4.748 -4.249 -0.064  0.34
33 H 7.513 -3.172 1.988  0.30
34 H 7.024 -1.874 1.438  0.28
35 C -1.746 6.344 0.653  -0.65
36 O -1.863 7.763 0.814  -0.37
37 C -2.116 8.452 -0.405  -0.64
38 C -0.897 8.363 -1.385  0.53
39 C 0.500 8.656 -0.788  -1.32
40 N -0.974 9.308 -2.499  -0.77
41 H -1.603 5.810 1.593  0.26
42 H -0.767 6.172 0.205  0.23
43 H -2.568 5.864 0.123  0.29
44 H -3.107 8.159 -0.751  0.38
45 H -2.148 9.479 -0.042  0.24
46 H -0.835 7.402 -1.896  0.25
47 H 0.908 7.925 -0.091  0.27
48 H 0.579 9.687 -0.442  0.35
49 H 1.200 8.710 -1.622  0.42
50 H -0.934 10.265 -2.180  0.28
51 H -0.124 9.266 -3.043  0.25
52 C -2.480 -4.967 -5.000  -0.69
53 O -3.225 -5.384 -3.883  -0.37
54 C -3.675 -4.360 -2.988  -0.72
55 C -2.482 -3.573 -2.457  0.41
56 C -1.607 -4.446 -1.492  -1.22
57 N -2.877 -2.309 -1.863  -0.68
58 H -1.444 -4.745 -4.744  0.23
59 H -2.871 -4.097 -5.528  0.34
60 H -2.518 -5.767 -5.739  0.26
61 H -4.384 -3.783 -3.581  0.37
62 H -4.222 -4.741 -2.125  0.36
63 H -1.771 -3.219 -3.205  0.23
64 H -2.264 -4.507 -0.624  0.29
65 H -0.714 -3.914 -1.164  0.37
66 H -1.449 -5.421 -1.952  0.33
67 H -3.474 -2.524 -1.077  0.26
68 H -2.063 -1.832 -1.503  0.24
69 N 1.103 0.378 2.150  -0.38
70 C 0.140 0.703 1.368  0.68
71 N -0.912 0.999 1.993  -0.38
72 O 0.239 0.601 0.178  -0.69
73 H 1.030 0.682 3.111  0.13
74 H 2.009 0.181 1.749  0.22
75 H -1.708 0.931 1.375  0.24
76 H -0.989 0.761 2.971  0.18
77 N -8.765 2.726 -0.452  -0.40
78 C -7.906 3.264 0.364  0.66
79 N -6.929 2.502 0.796  -0.38
80 O -7.977 4.467 0.554  -0.67
81 H -9.421 3.387 -0.844  0.22
82 H -8.811 1.738 -0.656  0.17
83 H -6.888 1.503 0.653  0.18
84 H -6.311 2.969 1.444  0.23
85 N 2.088 -1.646 -5.017  -0.37
86 C 1.908 -1.057 -6.179  0.62
87 N 2.114 -1.820 -7.219  -0.40
88 O 1.732 0.147 -6.286  -0.63
89 H 2.473 -2.576 -5.103  0.17
90 H 1.671 -1.334 -4.151  0.21
91 H 1.565 -1.451 -7.982  0.21
92 H 2.519 -2.727 -7.406  0.19

Computed properties:
charge: 0
HOMO level: -9.02 eV
SMILES: COC[C@H](C)N.COC[C@H](C)N.COC[C@H](C)N.COC[C@H](C)N.NC(N)=O.NC(N)=O.NC(N)=O
molecular weight: 536.720 u



2.
Here is 7 unconnected molecules or ions with the total composition C19H56N10O7 from the OMol25 dataset. Energies are from ωB97M-V with the def2-TZVPD basis set.

Last column: Mulliken charge in e.
Geometry (Å):
1 C -3.483 0.688 -0.956  -0.78
2 O -3.407 1.836 -0.043  -0.34
3 C -3.849 3.054 -0.713  -1.19
4 C -2.682 4.027 -0.755  1.47
5 C -1.840 4.213 0.522  -1.13
6 N -3.177 5.282 -1.292  -0.79
7 H -3.270 -0.147 -0.319  0.12
8 H -2.800 0.740 -1.822  0.32
9 H -4.525 0.545 -1.264  0.49
10 H -4.164 2.753 -1.709  0.53
11 H -4.691 3.498 -0.147  0.31
12 H -2.014 3.523 -1.427  -0.39
13 H -2.500 4.507 1.357  0.44
14 H -1.063 5.005 0.424  0.38
15 H -1.341 3.262 0.705  -0.06
16 H -3.922 5.045 -1.927  0.28
17 H -2.452 5.766 -1.814  0.28
18 C -0.998 -4.090 -5.150  -0.62
19 O -0.430 -2.929 -5.737  -0.37
20 C -0.530 -1.747 -4.884  -0.42
21 C -0.493 -0.459 -5.672  0.05
22 C 0.766 -0.282 -6.466  -1.33
23 N -0.637 0.619 -4.696  -0.44
24 H -0.474 -4.971 -5.490  0.30
25 H -2.121 -4.139 -5.365  0.25
26 H -0.857 -4.106 -4.094  0.21
27 H -1.463 -1.840 -4.284  0.33
28 H 0.370 -1.781 -4.169  0.16
29 H -1.394 -0.483 -6.276  0.38
30 H 1.596 -0.371 -5.736  0.29
31 H 0.717 0.652 -7.001  0.41
32 H 0.850 -1.079 -7.192  0.34
33 H -0.813 1.487 -5.181  0.23
34 H 0.149 0.655 -4.037  0.24
35 C -1.874 -3.022 -0.701  -0.55
36 O -1.304 -2.247 0.304  -0.40
37 C 0.127 -2.067 0.136  -0.96
38 C 0.662 -0.963 1.090  0.12
39 C 0.292 -1.238 2.530  -1.38
40 N 0.234 0.319 0.508  -0.07
41 H -2.969 -3.200 -0.433  0.30
42 H -1.452 -4.033 -0.737  0.35
43 H -1.892 -2.537 -1.711  0.04
44 H 0.650 -3.013 0.349  0.68
45 H 0.245 -1.829 -0.931  0.21
46 H 1.749 -1.080 0.951  0.49
47 H -0.802 -1.335 2.535  0.31
48 H 0.675 -0.452 3.167  0.27
49 H 0.650 -2.211 2.831  0.38
50 H 0.507 1.099 1.084  -0.03
51 H -0.793 0.385 0.532  -0.03
52 C 2.773 1.969 3.064  -1.07
53 O 1.409 2.179 2.786  0.22
54 C 0.975 3.451 3.401  -1.10
55 C 0.638 3.365 4.873  0.69
56 C -0.664 2.558 4.954  -1.10
57 N 0.379 4.756 5.217  -0.68
58 H 3.457 2.872 2.918  0.35
59 H 3.129 1.067 2.566  0.28
60 H 3.019 1.806 4.121  0.31
61 H 1.757 4.201 3.266  0.39
62 H 0.087 3.846 2.870  0.26
63 H 1.447 2.918 5.481  0.25
64 H -1.525 2.965 4.344  0.30
65 H -1.056 2.392 5.972  0.38
66 H -0.480 1.594 4.467  0.11
67 H 0.081 4.784 6.177  0.26
68 H 1.249 5.244 5.166  0.22
69 N 4.438 -3.399 3.338  -0.47
70 C 3.705 -3.736 2.203  0.55
71 N 3.963 -2.956 1.075  -0.36
72 O 3.058 -4.757 2.099  -0.68
73 H 4.277 -4.128 3.998  0.27
74 H 4.579 -2.474 3.749  0.21
75 H 3.736 -3.387 0.230  0.22
76 H 4.719 -2.325 1.077  0.18
77 N 0.252 -4.974 1.487  -0.19
78 C 0.101 -6.254 1.031  0.50
79 N 1.139 -7.049 1.221  -0.41
80 O -0.977 -6.591 0.613  -0.64
81 H 0.932 -4.727 2.218  0.17
82 H -0.560 -4.435 1.269  0.13
83 H 1.172 -7.903 0.629  0.27
84 H 2.020 -6.659 1.369  0.28
85 N 0.451 2.146 -1.775  -0.30
86 C 1.048 3.282 -1.218  0.38
87 N 2.103 3.012 -0.361  -0.38
88 O 0.853 4.405 -1.594  -0.62
89 H -0.352 2.225 -2.362  0.25
90 H 0.351 1.337 -1.143  0.51
91 H 2.620 3.806 -0.015  0.29
92 H 1.937 2.270 0.324  0.06

Computed properties:
charge: 0
HOMO level: -8.99 eV
SMILES: COC[C@H](C)N.COC[C@H](C)N.COC[C@H](C)N.COC[C@H](C)N.NC(N)=O.NC(N)=O.NC(N)=O
molecular weight: 536.720 u



Least stable: 1



1.
Here is C3H10N2S in the gas phase from the OMol25 dataset. Energies are from ωB97M-V with the def2-TZVPD basis set.

Last column: Mulliken charge in e.
Geometry (Å):
1 N 1.788 -2.482 0.229  -0.62
2 C 1.969 -1.244 -0.605  -0.41
3 N 0.611 -0.796 -0.888  -0.26
4 C 0.134 0.203 0.000  -0.43
5 C -1.331 0.660 -0.391  -0.50
6 S -1.547 1.922 0.753  -0.26
7 H 0.960 -2.430 0.887  0.23
8 H 1.582 -3.174 -0.326  0.22
9 H 2.565 -1.423 -1.496  0.36
10 H 2.519 -0.606 0.110  0.26
11 H 0.401 -0.677 -1.801  0.22
12 H 0.813 1.126 0.143  0.28
13 H 0.043 -0.368 1.017  0.15
14 H -1.955 -0.246 -0.282  0.33
15 H -1.402 1.115 -1.447  0.31
16 H -2.192 1.170 1.733  0.12

Computed properties:
charge: 0
HOMO level: -8.49 eV
SMILES: NCNCCS
molecular weight: 106.194 u



2.
Here is 2 unconnected molecules or ions with the total composition C3H10N2S from the OMol25 dataset. Energies are from ωB97M-V with the def2-TZVPD basis set.

Last column: Mulliken charge in e.
Geometry (Å):
1 C -1.043 -1.064 -1.438  -0.80
2 N -0.027 -1.591 -0.505  -0.22
3 C 0.201 -0.734 0.544  0.11
4 N 0.959 -0.973 1.603  -0.28
5 H -1.260 -1.800 -2.225  0.32
6 H -0.655 -0.138 -1.861  0.29
7 H -1.937 -0.816 -0.863  0.34
8 H 0.057 -2.602 -0.333  0.28
9 H -0.420 0.159 0.564  0.30
10 H 1.499 -1.867 1.622  0.25
11 H 1.242 -0.202 2.235  0.13
12 C 0.255 2.334 0.022  -0.86
13 S 0.818 1.981 1.720  -0.63
14 H 0.276 3.408 -0.173  0.32
15 H 0.828 1.902 -0.815  0.24
16 H -0.793 2.001 -0.096  0.23

Computed properties:
charge: 0
HOMO level: -6.22 eV
molecular weight: 106.194 u



Least stable: 2